Below is C32H84F3MnN7O11S as an isolated structure at a distorted geometry, with properties calculated with ωB97M-V with the def2-TZVPD basis set.

The geometry in ORCA input format:
```
! wB97M-V def2-TZVPD RIJCOSX def2/J DEFGRID3
* xyz 0 6
H 1.28389 -4.02742 -3.01721
H 0.57462 5.32238 3.15227
H -2.04273 -4.28633 5.00207
H -0.29778 3.90694 3.84077
H -2.47490 -4.18022 6.55250
F 3.97332 -3.38363 -1.56796
O 4.34278 -1.80298 5.36432
H 1.88036 -2.02991 1.58524
C 3.94722 -2.90980 6.13774
H -4.22333 1.52772 5.00136
H 1.79995 -4.31888 7.02986
C 0.43300 -2.34000 -4.09991
N -2.67628 -3.80068 5.63491
O 5.58627 -1.00699 -3.95017
H 3.78045 -0.81678 3.63836
N 2.21983 -3.73364 7.74151
H 4.00037 1.82614 -2.18199
O 3.61497 -0.60781 -2.59119
H 4.99059 2.45186 0.26542
F 3.69418 -3.27790 -3.73219
H -4.49531 -1.91668 -1.22534
C -0.64510 1.85713 -5.24162
H -5.03860 -0.00808 4.60050
H -3.71315 3.29805 -0.69068
H 2.57216 -1.34787 8.91417
C -0.82517 -2.06448 5.87730
H 4.47525 0.81428 -0.11221
O 0.79456 -0.22580 -0.95043
N -1.57903 1.79128 -0.64297
H -0.12394 2.37093 1.32117
H 0.27395 1.33838 -5.55727
H -2.78707 -2.14431 6.67990
H 1.53350 -2.42193 -2.25485
N 0.29863 -0.84708 -3.95699
C 2.65018 3.73544 -0.21466
O -1.19515 2.60988 -6.29125
C -4.42756 -1.18624 -3.78960
H 3.53391 -0.59496 7.61739
H 2.08032 -2.15940 6.45888
C 0.69951 -1.18660 0.05008
H -0.57782 -1.16987 6.44105
H 4.20930 -1.89694 8.65667
O 5.72455 -1.02605 -1.49510
H 2.96980 2.98470 -2.36873
H -0.03660 -3.21922 -2.19222
N 0.31875 2.13530 -2.93601
H -1.88201 -2.66945 -7.76252
H -5.05547 -0.70402 1.26892
H -1.25706 3.84604 -0.49058
C -3.99448 -0.87706 1.01650
H -2.99628 -2.22295 -6.45687
Mn 1.77439 0.32111 -2.65658
H 2.47569 3.97099 0.84115
C 3.32046 -1.52351 8.14085
H 0.18544 5.56969 -1.23307
H -1.24757 3.26482 -3.80718
C 2.02839 -1.26370 0.80671
C -4.49633 -0.81657 -1.27540
S 4.94881 -1.24249 -2.68747
C -2.98151 -1.51887 4.65206
C 2.84776 -2.54403 7.14203
H -2.37111 -1.52560 3.73337
H -5.52856 -0.48048 -1.10056
C -1.00399 3.01563 1.45304
H 2.85970 -1.64787 0.21641
H -3.95798 -1.95821 4.41451
C -2.31689 -2.35789 5.71198
H -1.67200 -2.88939 -4.10365
H 1.29457 -2.49784 -4.75832
C -3.95342 -0.36591 -2.60967
H 0.54213 -2.19482 -0.36921
H -3.64671 2.45160 0.84339
H -2.30310 1.19602 -0.22410
H -3.85311 -1.96111 0.97865
H -1.99095 2.33825 -8.16366
O -0.96335 -2.34491 -5.98911
H -1.39595 -1.17952 0.55240
H 1.78468 6.16465 -1.43149
C 3.36369 -1.49447 4.38452
H 1.09404 3.68945 2.82022
H 4.86730 -3.23169 6.64294
H -2.05268 0.93200 -7.11743
H 2.56498 -0.93695 4.88661
O -3.71056 -0.28938 -0.23101
H -2.03198 0.37174 -2.36087
H 3.90039 1.50945 1.34105
H 1.12269 5.75192 0.24161
H -3.45801 4.24057 0.77174
O 1.58248 4.14531 -1.02946
H -3.44271 -0.37601 1.80693
C 4.55544 -3.03291 -2.72410
H -5.49549 -0.97348 -3.95749
H -2.34087 -3.83571 -6.49083
C -0.77179 -2.98671 -4.71568
C 0.84942 -3.05232 -2.81709
H -0.36084 -2.12950 4.88503
H -4.31483 -2.25456 -3.63883
H 2.97911 -2.35773 3.83490
F 5.63704 -3.77390 -2.92977
C -1.73772 3.06875 0.10724
H 0.52031 4.78108 -3.81064
C -0.29227 2.80087 -4.10160
C 4.14116 1.76758 0.30855
H -0.44310 0.06709 1.49101
H 0.73484 2.83672 -2.32061
C -1.43097 1.79196 -7.41100
H 0.02662 -0.69685 -4.93291
O -0.67468 4.32115 1.85500
C -0.44384 -0.91389 1.01230
H 2.01420 1.75292 -0.18943
H -0.51290 -4.01534 -4.98945
O -3.06673 -0.19674 5.12768
H -0.72718 1.28062 -0.37807
H -1.36801 1.11530 -4.87233
H -0.48906 1.39013 -7.79651
H 0.23943 4.39876 -5.48340
H -0.49783 1.87938 -2.35966
C 0.20029 4.32026 2.95176
H -3.96947 -0.78093 -4.68965
H 3.62671 -3.75300 5.51208
H -0.61180 -0.77505 -3.47517
H -3.89265 0.76660 3.48525
H 2.27475 -0.30883 1.27007
H -2.16592 -0.98309 -1.68524
C -4.09304 0.54645 4.54992
N -2.43095 -0.54554 -2.57039
C -2.08463 -2.78859 -6.69913
H 2.96556 -4.28067 8.16808
H -1.64240 2.57358 2.23355
H -3.97073 0.72062 -2.70509
C 1.19245 5.48461 -0.80888
H 1.60724 3.60957 -4.67129
H -0.34225 -2.88690 6.42026
C 0.58409 3.97494 -4.54229
C 2.94192 2.28243 -0.44203
N 3.03643 2.06102 -1.93754
C -3.22585 3.29311 0.28834
H 3.51211 4.36141 -0.51538
H -0.33184 -1.62116 1.84822
*
```

Results
- E_HOMO (spin up / spin down): -8.3070 / -8.4745 eV
- Energy relative to the best compared isomer or geometry (same formula, charge and spin): 0.0 kJ/mol
- Orbital gap (spin up / spin down): 8.74 / 8.90 eV

Results of the Mulliken charge analysis, in e, for atoms 1 through 6: 0.6064, 0.3097, 0.2533, 0.3437, 0.3032, -0.2150